Computed, not measured: a molecular structure, C37H32N3O2PRh, with wB97M-V/def2-TZVPD.

Values from the calculation:
total energy = -2195.4875 hartree
HOMO-LUMO gap (spin up / spin down) = 5.77 / 5.88 eV
E_LUMO (spin up / spin down) = -3.314 / -4.792 eV

The geometry in ORCA input format:
```
! wB97M-V def2-TZVPD RIJCOSX def2/J DEFGRID3
* xyz 1 5
Rh 2.61 -0.96 0.03
C 3.58 2.48 -0.05
C 2.40 2.92 0.77
C 1.95 4.23 0.67
C 0.90 4.70 1.44
C 0.27 3.85 2.34
C 0.70 2.54 2.46
C 1.74 2.07 1.67
P 2.33 0.36 1.85
C 1.25 -0.51 3.02
C 1.83 -1.03 4.18
C 1.08 -1.73 5.09
C -0.28 -1.93 4.86
C -0.86 -1.43 3.71
C -0.12 -0.72 2.77
C -0.83 -0.21 1.54
C 3.97 0.46 2.58
C 4.29 1.23 3.69
C 5.58 1.18 4.19
C 6.53 0.36 3.58
C 6.20 -0.38 2.46
C 4.91 -0.33 1.93
C 4.54 -1.03 0.65
H 3.88 3.26 -0.75
H 3.36 1.58 -0.65
H 4.44 2.25 0.58
H 2.45 4.91 -0.02
H 0.57 5.73 1.34
H -0.54 4.21 2.96
H 0.22 1.88 3.17
H 2.89 -0.89 4.36
H 1.54 -2.13 5.98
H -0.88 -2.48 5.57
H -1.91 -1.59 3.52
H -1.43 -1.00 1.10
H -0.14 0.14 0.77
H -1.50 0.62 1.78
H 3.54 1.86 4.17
H 5.85 1.77 5.06
H 7.53 0.32 3.98
H 6.95 -1.00 1.98
H 4.79 -2.10 0.67
H 5.08 -0.58 -0.19
C -8.62 0.69 -3.44
O -7.85 -0.31 -2.80
C -6.63 -0.59 -3.31
C -5.93 -1.63 -2.69
C -4.69 -2.00 -3.12
C -4.09 -1.33 -4.21
C -4.80 -0.30 -4.84
C -6.05 0.07 -4.40
N -2.84 -1.63 -4.68
N -2.19 -2.64 -4.21
C -1.15 -2.54 -3.38
C -0.54 -3.76 -3.02
C 0.53 -3.83 -2.14
C 1.05 -2.68 -1.57
O 2.07 -2.70 -0.71
C 0.49 -1.43 -1.93
N 1.06 -0.33 -1.36
C 0.60 0.88 -1.64
C -0.45 1.07 -2.53
C -1.05 -0.02 -3.12
C -0.60 -1.32 -2.82
H -9.56 0.74 -2.89
H -8.82 0.44 -4.48
H -8.12 1.66 -3.39
H -6.42 -2.15 -1.86
H -4.16 -2.82 -2.64
H -4.35 0.20 -5.69
H -6.58 0.87 -4.90
H -0.95 -4.65 -3.46
H 0.96 -4.78 -1.88
H 1.07 1.72 -1.15
H -0.79 2.08 -2.75
H -1.87 0.12 -3.81
*
```